Record 1
Density functional theory data (wB97M-V/def2-TZVPD) for a molecular structure, C31H38IrN4O3P2Se2.

Its multiplicity is 2. As for the expectation value of S²: 0.776. The energy relative to the best compared isomer or geometry (same formula, charge and spin) comes out at 0.00 kcal/mol. The net charge is +2. The calculation puts the gap between HOMO and LUMO (alpha / beta) at 7.646 / 5.234 eV.

Last column: Löwdin spin population.
CARTESIAN COORDINATES (ANGSTROEM)
Ir (0.2357, -0.0228, 0.1723)  0.133
Se (-1.8729, -0.5713, 1.3610)  0.011
P (-2.9697, -0.2004, -0.4992)  0.000
Se (-1.2836, -0.0739, -1.8893)  0.012
C (-3.8794, 1.3441, -0.4158)  0.000
C (-3.5160, 2.4637, -1.1567)  0.000
C (-4.2560, 3.6322, -1.0360)  0.000
C (-5.3437, 3.6798, -0.1778)  0.000
C (-5.7067, 2.5589, 0.5621)  0.000
C (-4.9811, 1.3879, 0.4423)  0.000
C (-4.1374, -1.4955, -0.8856)  0.000
C (-5.0373, -1.2637, -1.9293)  0.000
C (-5.9428, -2.2492, -2.2764)  0.000
C (-5.9627, -3.4514, -1.5773)  0.000
C (-5.0744, -3.6763, -0.5364)  0.000
C (-4.1514, -2.7004, -0.1895)  0.000
H (-2.6697, 2.4228, -1.8304)  0.000
H (-3.9864, 4.5014, -1.6202)  0.000
H (-5.9197, 4.5909, -0.0889)  0.000
H (-6.5602, 2.5979, 1.2245)  0.000
H (-5.2745, 0.5114, 1.0089)  0.000
H (-5.0360, -0.3189, -2.4608)  0.000
H (-6.6413, -2.0787, -3.0838)  0.000
H (-6.6807, -4.2146, -1.8453)  0.000
H (-5.1020, -4.6093, 0.0095)  0.000
H (-3.4539, -2.8766, 0.6200)  0.000
C (4.7198, -3.3452, 1.9409)  0.034
C (4.4616, -1.9821, 1.9712)  0.054
C (3.2609, -1.4752, 1.4947)  0.079
C (2.2584, -2.2947, 0.9624)  0.012
C (0.9916, -1.8169, 0.4384)  0.162
C (0.1009, -2.8176, -0.0711)  0.117
C (0.4011, -4.1589, -0.1069)  0.042
C (1.6164, -4.6083, 0.3894)  0.209
C (2.5456, -3.6966, 0.9240)  -0.001
C (3.7641, -4.1934, 1.4163)  0.098
H (5.6566, -3.7362, 2.3124)  0.000
H (5.2048, -1.3016, 2.3648)  0.001
H (3.1277, -0.4108, 1.5224)  0.003
H (-0.8545, -2.5072, -0.4601)  0.003
H (-0.3158, -4.8578, -0.5158)  -0.001
H (1.8628, -5.6622, 0.3683)  0.008
H (3.9454, -5.2596, 1.3731)  0.003
C (3.2430, 0.6803, -0.6962)  0.001
N (4.1634, 1.3389, -1.5856)  0.001
C (4.0874, 0.7176, -2.9065)  0.000
N (2.7299, 0.8268, -3.4357)  0.001
C (1.8037, 0.1778, -2.5508)  0.000
N (1.8027, 0.7846, -1.1555)  0.007
C (1.5083, 2.2596, -1.3350)  0.000
N (2.4364, 2.8962, -2.2307)  0.000
C (3.7953, 2.7515, -1.7006)  0.000
C (2.3726, 2.2436, -3.5421)  0.000
H (3.3057, 1.1405, 0.2812)  0.000
H (3.4838, -0.3797, -0.6412)  0.001
H (4.3640, -0.3352, -2.8297)  0.000
H (4.7809, 1.2135, -3.5843)  0.000
H (2.0417, -0.8821, -2.4430)  0.000
H (0.8083, 0.2930, -2.9716)  0.000
H (1.5685, 2.7255, -0.3491)  0.000
H (0.4917, 2.3439, -1.7258)  0.000
H (3.8514, 3.2217, -0.7173)  0.000
H (4.4942, 3.2524, -2.3691)  0.000
H (3.0651, 2.7389, -4.2211)  0.000
H (1.3622, 2.3342, -3.9442)  0.000
C (0.1419, -1.0331, 3.9550)  0.001
O (1.1091, -0.0951, 3.4407)  0.003
P (0.8621, 0.8394, 2.1978)  0.004
O (-0.2538, 1.7949, 2.7779)  0.000
C (-0.8504, 2.8562, 2.0043)  0.000
O (2.1796, 1.7143, 2.1510)  0.000
C (2.6508, 2.4334, 3.3282)  0.000
H (0.6123, -1.5148, 4.8060)  0.000
H (-0.0957, -1.7837, 3.1996)  0.001
H (-0.7567, -0.5061, 4.2696)  0.000
H (-1.5487, 2.4370, 1.2778)  0.000
H (-0.0797, 3.4467, 1.5081)  0.000
H (-1.3878, 3.4781, 2.7128)  0.000
H (3.3209, 3.2052, 2.9633)  0.000
H (3.1796, 1.7407, 3.9778)  0.000
H (1.8123, 2.8797, 3.8580)  0.000

Forces on the atoms, in the same order (eV/Å):
-0.06 0.14 -0.11
-0.19 -0.01 0.13
-0.20 0.08 -0.04
0.12 0.06 0.15
-0.02 -0.07 -0.05
0.04 0.02 0.01
0.02 -0.01 0.00
-0.01 -0.01 0.01
0.01 0.02 -0.01
-0.02 -0.01 0.00
-0.01 0.08 0.04
-0.02 0.01 0.00
-0.01 -0.03 0.01
-0.01 0.01 -0.02
0.03 0.01 0.01
0.03 -0.07 -0.03
-0.01 0.00 -0.01
0.00 0.01 0.00
0.00 0.00 0.00
-0.01 0.00 0.01
0.00 0.00 0.00
0.00 0.00 0.01
0.00 0.00 -0.01
-0.01 0.00 0.00
0.00 -0.01 0.00
-0.01 0.02 0.02
0.02 0.02 -0.01
0.03 -0.01 0.01
-0.13 0.01 0.11
0.00 -0.01 -0.04
0.29 -0.14 0.05
-0.03 0.01 -0.02
-0.04 0.00 0.00
0.01 0.01 0.00
0.00 -0.01 0.03
-0.02 0.02 -0.02
0.00 -0.01 0.01
-0.01 0.01 0.01
-0.14 0.08 0.17
0.02 -0.02 -0.02
0.00 0.00 -0.01
0.00 -0.01 0.01
0.00 -0.01 0.00
-0.02 0.07 -0.12
0.01 -0.01 0.03
-0.01 -0.01 0.02
-0.01 -0.02 -0.04
-0.06 -0.04 0.01
0.12 -0.05 -0.07
-0.01 0.03 0.04
-0.01 0.01 0.01
0.00 0.01 -0.01
0.01 0.01 0.01
-0.01 0.06 0.13
0.02 0.05 -0.06
0.00 0.00 0.00
0.00 0.00 0.01
-0.01 0.00 -0.02
0.04 -0.04 -0.02
-0.01 -0.01 0.01
0.02 0.02 0.02
0.00 0.00 0.00
0.00 -0.01 0.01
0.00 -0.01 0.00
0.00 0.00 0.00
0.05 -0.01 0.03
0.14 -0.11 -0.11
0.29 -0.19 -0.19
-0.17 0.15 -0.02
0.03 -0.07 0.03
-0.02 -0.09 -0.08
0.02 -0.02 0.02
-0.01 0.02 0.01
0.03 0.00 -0.01
0.00 0.01 0.01
-0.01 0.03 0.00
-0.01 0.02 -0.01
-0.02 0.01 -0.02
0.00 -0.02 0.00
0.00 0.01 0.00
0.00 0.00 -0.01


Record 2
Density functional theory data (wB97M-V/def2-TZVPD) for a molecular structure, C31H38IrN8O7S.

Its multiplicity is 1. The net charge is +1. The calculation puts the gap between HOMO and LUMO (alpha / beta) at 5.419 / 5.427 eV.

Last column: Mulliken charge in e.
CARTESIAN COORDINATES (ANGSTROEM)
Ir (0.3314, 0.3847, -0.2318)  3.775
C (2.5527, -2.8775, -1.1581)  -1.390
C (1.4143, -2.8505, -2.1752)  0.328
C (1.1806, -1.4729, -2.7937)  -1.241
C (0.1147, -3.3728, -1.6155)  0.594
C (-0.4519, -4.4708, -2.2362)  -1.020
C (-1.6689, -4.9979, -1.8283)  -1.546
C (-2.3784, -4.3623, -0.8270)  -0.379
C (-1.8615, -3.2584, -0.1706)  0.059
C (-2.7700, -2.4785, 0.7447)  1.472
C (-3.2558, -3.2953, 1.9424)  -1.724
C (-3.9562, -1.9573, -0.0826)  -1.692
C (-0.5523, -2.8003, -0.5025)  -0.151
N (0.0199, -1.8172, 0.2728)  0.482
C (0.0055, -1.9188, 1.5785)  -0.099
C (0.3257, -0.8557, 2.4277)  -0.096
C (0.3865, -0.8104, 3.8499)  -1.959
C (0.6285, 0.4916, 4.1871)  -1.056
C (0.7174, 1.2373, 2.9608)  -0.712
N (0.5473, 0.4147, 1.9367)  0.356
C (0.8789, 2.7181, 2.8477)  2.799
C (1.2165, 3.1302, 1.4151)  -1.499
C (1.9738, 3.2232, 3.8016)  -1.728
C (-0.4755, 3.3378, 3.2473)  -1.559
H (3.4741, -2.5397, -1.6281)  0.472
H (2.7109, -3.8961, -0.8103)  0.403
H (2.3435, -2.2465, -0.2972)  -0.022
H (1.7044, -3.5191, -2.9939)  0.705
H (0.7953, -0.7630, -2.0430)  0.069
H (0.4333, -1.5347, -3.5808)  0.518
H (2.0980, -1.0673, -3.2123)  0.452
H (0.0741, -4.9368, -3.0560)  0.442
H (-2.0724, -5.8730, -2.3134)  0.399
H (-3.3577, -4.7253, -0.5531)  0.427
H (-2.2479, -1.6002, 1.1279)  -0.337
H (-3.8407, -4.1562, 1.6335)  0.336
H (-3.8778, -2.6670, 2.5737)  0.466
H (-2.4173, -3.6481, 2.5371)  0.330
H (-4.6162, -2.7675, -0.3868)  0.469
H (-3.5973, -1.4518, -0.9800)  0.288
H (-4.5228, -1.2438, 0.5130)  0.440
H (-0.2555, -2.8732, 2.0315)  0.705
H (0.2737, -1.6490, 4.5071)  0.598
H (0.7049, 0.9055, 5.1738)  0.582
H (2.1837, 2.7337, 1.1198)  0.163
H (1.2471, 4.2122, 1.3306)  0.589
H (0.4583, 2.7629, 0.7157)  0.078
H (2.9227, 2.7277, 3.6064)  0.250
H (1.7042, 3.0543, 4.8397)  0.390
H (2.1077, 4.2936, 3.6666)  0.452
H (-1.2634, 3.0225, 2.5672)  0.084
H (-0.4032, 4.4211, 3.2139)  0.450
H (-0.7582, 3.0413, 4.2523)  0.422
O (-6.3763, 3.3769, -2.3070)  -0.617
N (-5.5591, 3.3936, -3.1967)  1.042
O (-5.7486, 3.7691, -4.3277)  -0.603
C (-4.2326, 2.9111, -2.8729)  -0.735
C (-3.2561, 2.8334, -3.8519)  -0.564
C (-1.9865, 2.3840, -3.5267)  -0.774
C (-1.6472, 1.9207, -2.2182)  1.264
O (-0.4733, 1.5276, -1.9351)  -0.616
C (-2.7248, 1.9736, -1.2656)  -0.085
C (-3.9600, 2.5059, -1.5710)  -0.481
N (-2.4856, 1.4879, 0.0374)  0.619
O (-1.8099, 0.4200, 0.1343)  -0.591
O (-2.9075, 2.0806, 1.0228)  -0.505
N (-0.9806, 2.3497, -4.5521)  0.930
O (0.1786, 2.2065, -4.2095)  -0.609
O (-1.3475, 2.4652, -5.6979)  -0.616
H (-3.4710, 3.1374, -4.8678)  0.644
H (-4.7235, 2.5862, -0.8098)  0.647
C (5.9538, 0.2167, 2.3830)  -1.078
C (5.4020, -0.7006, 1.2877)  -0.615
C (4.4312, -0.0102, 0.4100)  0.277
N (3.1669, -0.1669, 0.4799)  -0.941
N (2.4635, 0.5189, -0.4251)  0.812
C (3.1945, 1.2449, -1.2474)  0.208
N (2.6910, 1.9874, -2.2230)  -0.272
S (4.9005, 1.1131, -0.8761)  -0.181
H (6.6640, -0.3411, 2.9889)  0.378
H (5.1503, 0.5645, 3.0302)  0.236
H (6.4586, 1.0763, 1.9457)  0.359
H (4.8818, -1.5426, 1.7468)  0.260
H (6.2256, -1.0820, 0.6807)  0.394
H (1.7069, 1.9402, -2.4650)  -0.052
H (3.2923, 2.4944, -2.8468)  0.227

Forces on the atoms, in the same order (eV/Å):
-0.73 -0.93 2.76
-0.13 0.01 -0.01
0.08 0.14 0.12
-0.05 -0.04 0.02
0.09 0.02 0.35
-0.25 -0.18 0.02
0.08 0.20 0.07
0.12 -0.25 -0.04
0.60 0.52 -0.23
-0.25 -0.02 0.12
0.11 0.27 -0.10
0.25 0.11 0.16
-1.27 -1.20 -1.43
1.41 3.16 0.46
0.49 0.61 0.82
-0.12 -0.91 0.52
-0.02 -0.18 -0.86
-0.02 0.49 -0.82
0.11 0.07 0.57
-0.21 -0.90 -2.49
-0.18 0.33 -0.01
0.03 -0.09 0.21
-0.17 -0.11 -0.23
0.24 0.03 -0.12
0.15 0.09 -0.02
0.04 -0.09 0.07
0.08 -0.07 -0.04
-0.12 0.06 0.07
0.16 -0.27 -0.39
-0.06 0.06 -0.12
0.12 0.12 -0.05
0.08 -0.01 -0.09
-0.05 -0.07 -0.06
-0.10 -0.03 0.01
-0.08 -0.17 -0.02
-0.08 -0.13 -0.04
-0.13 0.00 0.13
0.07 -0.11 0.12
-0.06 0.00 -0.01
-0.04 0.01 -0.06
-0.18 0.03 0.03
0.03 0.00 -0.16
-0.10 -0.20 0.15
0.11 0.09 0.13
0.17 -0.05 -0.10
-0.01 0.15 -0.02
-0.08 0.09 -0.09
0.10 -0.04 -0.02
-0.03 -0.06 0.12
0.02 0.12 -0.01
-0.06 -0.04 -0.04
-0.02 0.20 0.01
-0.03 -0.03 0.15
-0.35 0.04 0.30
-0.15 0.06 -0.07
-0.06 0.12 -0.36
0.94 -0.49 0.73
0.32 0.01 -0.05
-0.79 -0.05 0.94
-0.51 -0.12 -0.01
1.35 -0.44 0.86
0.17 0.36 -1.13
-0.36 0.22 -0.19
0.18 0.86 1.83
0.29 0.17 0.27
0.34 -1.33 -1.69
0.44 -0.01 -0.48
0.28 0.18 -0.37
-0.10 0.02 -0.26
0.00 0.00 0.03
-0.06 -0.05 -0.01
-0.04 -0.14 -0.11
0.28 0.06 0.31
-0.20 0.29 -0.49
0.35 -0.82 1.10
-1.93 0.13 -0.43
0.41 -0.04 0.10
-0.19 0.26 -0.34
-0.77 -0.17 0.04
0.07 0.08 0.04
-0.02 0.06 0.01
0.07 0.08 0.08
0.01 -0.02 -0.15
-0.05 -0.10 0.02
-0.08 0.00 -0.02
0.02 0.00 -0.04


For the records above, the corresponding largest force on an atom values read 0.0077 0.0678 hartree/bohr.